# C6H10O

An isolated molecule of C6H10O (ωB97M-V/def2-TZVPD, the Open Molecules 2025 dataset).

Calculated values
ΔE to the lowest compared entry with this formula, charge and spin: 31.6 kcal/mol
SMILES: C[C@]12CC[C@H]1CO2
Orbital gap: 10.475 eV
DFT total energy: -8429.86977 eV

ORCA input file:
```
! RIJCOSX wB97M-V def2-TZVPD def2/J DEFGRID3
* xyz 0 1
C 1.91 0.35 -0.68
C 0.58 0.17 0.03
C 0.19 -1.25 0.49
C -1.24 -1.05 -0.10
C -0.85 0.38 -0.54
C -1.03 1.32 0.66
O 0.34 1.16 1.05
H 2.73 0.16 0.02
H 2.01 -0.35 -1.51
H 2.02 1.37 -1.06
H 0.74 -2.05 -0.02
H 0.26 -1.39 1.57
H -2.05 -1.04 0.64
H -1.50 -1.74 -0.91
H -1.04 0.70 -1.57
H -1.75 0.91 1.39
H -1.34 2.36 0.56
*
```

natural (NBO) atomic charge list, values in e, 5 entries: -0.631, 0.281, -0.436, -0.401, -0.267

=====

# C26H25N14S3Tc

A structure of composition C26H25N14S3Tc (ωB97M-V/def2-TZVPD, the Open Molecules 2025 dataset).

Calculated values
ΔE to the lowest compared entry with this formula, charge and spin: 16.2 kcal/mol
⟨S²⟩: 3.766
Orbital gap (alpha / beta): 7.356 / 4.544 eV
DFT total energy: -82926.64927 eV

ORCA input file:
```
! RIJCOSX wB97M-V def2-TZVPD def2/J DEFGRID3
* xyz 1 4
Tc -1.34 -0.86 1.26
C -0.92 3.10 2.97
C 0.45 3.38 3.01
C 1.33 2.43 2.56
C 0.87 1.21 2.06
N -0.46 0.94 2.00
C -1.32 1.89 2.47
N 1.86 0.35 1.65
C 1.69 -0.89 1.34
N 0.52 -1.62 1.29
C 0.82 -2.89 0.81
N 0.03 -3.87 0.58
C -1.33 -3.90 0.80
C -1.94 -5.13 0.56
C -3.28 -5.31 0.83
C -4.00 -4.25 1.36
C -3.37 -3.05 1.54
N -2.06 -2.85 1.24
C 2.27 -2.98 0.58
C 3.06 -4.02 0.14
C 4.43 -3.77 0.04
C 4.97 -2.53 0.37
C 4.16 -1.49 0.82
C 2.80 -1.75 0.91
H -1.66 3.79 3.33
H 0.81 4.32 3.41
H 2.40 2.58 2.57
H -2.37 1.63 2.44
H -1.32 -5.93 0.18
H -3.75 -6.27 0.65
H -5.05 -4.34 1.62
H -3.90 -2.19 1.94
H 2.63 -4.98 -0.11
H 5.09 -4.56 -0.31
H 6.04 -2.38 0.29
H 4.57 -0.53 1.11
C 1.14 4.62 -1.56
C -0.25 4.50 -0.95
S -0.98 2.86 -0.84
C -0.86 2.27 -2.55
C 0.48 1.58 -2.87
S 1.32 1.09 -1.34
C 3.04 1.37 -1.78
C 3.34 2.86 -1.89
S 2.45 3.80 -0.61
H 1.38 5.68 -1.62
H 1.15 4.24 -2.58
H -0.93 5.14 -1.52
H -0.26 4.88 0.08
H -1.03 3.11 -3.22
H -1.68 1.58 -2.70
H 1.14 2.24 -3.43
H 0.32 0.67 -3.45
H 3.28 0.83 -2.70
H 3.61 0.91 -0.97
H 3.07 3.26 -2.87
H 4.41 3.04 -1.76
N -3.65 -0.16 -1.24
C -4.04 0.12 0.05
N -5.22 0.58 0.38
N -5.16 0.69 1.72
N -4.03 0.31 2.17
N -3.25 -0.06 1.11
C -2.43 -0.65 -1.59
N -2.08 -0.94 -2.83
N -0.82 -1.41 -2.72
N -0.41 -1.41 -1.52
N -1.42 -0.89 -0.74
H -4.34 -0.06 -1.97
*
```

natural (NBO) atomic charge list, values in e, 5 entries: 1.245, -0.273, -0.134, -0.237, 0.396

=====

# C32H35IN5O7Rb

A structure of composition C32H35IN5O7Rb at a distorted geometry (ωB97M-V/def2-TZVPD, the Open Molecules 2025 dataset).

Calculated values
ΔE to the lowest compared entry with this formula, charge and spin: 18.6 kcal/mol
Orbital gap: 3.892 eV
DFT total energy: -64294.15270 eV

ORCA input file:
```
! RIJCOSX wB97M-V def2-TZVPD def2/J DEFGRID3
* xyz -2 1
Rb -0.85 -1.83 0.15
O -6.56 1.08 1.25
C -5.39 0.72 1.14
C -4.63 -0.14 2.10
O -5.02 -0.52 3.20
C -3.33 -0.45 1.47
C -3.31 0.16 0.14
O -2.44 -0.02 -0.75
C -4.46 1.07 0.04
O -4.63 1.93 -0.83
O -2.40 -1.11 1.99
N -3.11 -5.73 -1.86
C -2.09 -5.46 -0.99
O -1.42 -4.46 -1.03
C -1.88 -6.48 0.12
I -0.86 -8.19 -0.68
H -3.15 -5.14 -2.67
H -3.42 -6.68 -1.96
H -2.80 -6.88 0.52
H -1.23 -6.07 0.88
C 7.08 -1.91 2.25
C 5.80 -1.63 1.50
C 5.72 -0.54 0.65
C 4.51 -0.32 -0.04
C 4.37 0.88 -0.94
C 3.45 -1.17 0.13
C 3.46 -2.31 1.02
C 4.72 -2.49 1.69
N 2.32 -2.98 1.10
C 2.05 -4.23 1.79
C 1.69 -5.27 0.71
C 3.13 -4.87 2.68
C 0.82 -4.01 2.67
H 7.80 -1.10 2.10
H 7.55 -2.84 1.91
H 6.91 -2.01 3.32
H 6.56 0.13 0.52
H 5.34 1.31 -1.19
H 3.78 1.67 -0.46
H 3.86 0.62 -1.87
H 2.53 -0.99 -0.40
H 4.87 -3.30 2.38
H 2.56 -5.46 0.08
H 0.89 -4.88 0.08
H 1.37 -6.22 1.16
H 4.03 -5.12 2.11
H 2.73 -5.80 3.10
H 3.41 -4.21 3.50
H 0.00 -3.59 2.08
H 1.05 -3.29 3.46
H 0.47 -4.94 3.13
C -5.87 5.39 -4.50
C -4.62 5.59 -3.68
C -4.36 4.81 -2.57
C -3.22 5.00 -1.79
C -2.29 5.97 -2.15
N -1.12 6.26 -1.44
C -0.31 5.54 -0.56
O 0.54 6.14 0.07
N -0.49 4.20 -0.55
C 0.24 3.25 0.21
C 1.15 3.56 1.22
C 1.79 2.51 1.86
C 1.53 1.21 1.48
N 0.65 0.92 0.52
C 0.01 1.91 -0.08
C -2.55 6.76 -3.27
C -3.70 6.58 -4.02
H -6.39 4.48 -4.19
H -5.65 5.31 -5.56
H -6.57 6.22 -4.37
H -5.05 4.03 -2.26
H -3.11 4.39 -0.90
H -0.77 7.20 -1.53
H -1.15 3.80 -1.20
H 1.35 4.59 1.47
H 2.51 2.71 2.64
H 2.04 0.37 1.93
H -0.74 1.62 -0.81
H -1.84 7.53 -3.56
H -3.88 7.21 -4.88
*
```

Mulliken atomic charge list, values in e, 5 entries: 0.816, -0.738, 0.444, 0.209, -0.753

=====

# C16H45N4O6V

A structure of composition C16H45N4O6V at a distorted geometry (ωB97M-V/def2-TZVPD, the Open Molecules 2025 dataset).

Calculated values
ΔE to the lowest compared entry with this formula, charge and spin: 49.9 kcal/mol
⟨S²⟩: 0.841
Orbital gap (alpha / beta): 6.887 / 7.381 eV
DFT total energy: -61245.59263 eV

ORCA input file:
```
! RIJCOSX wB97M-V def2-TZVPD def2/J DEFGRID3
* xyz 1 2
O -15.67 17.71 -3.82
V -14.29 17.14 -4.52
O -15.34 16.29 -6.11
H -15.93 15.52 -6.25
C -15.16 19.89 -6.37
C -13.84 20.23 -5.61
C -14.06 21.25 -4.54
O -14.88 20.58 -3.59
C -14.99 21.31 -2.36
N -13.21 18.95 -5.30
H -15.91 20.66 -6.24
H -15.57 18.90 -6.12
H -14.93 19.79 -7.43
H -13.16 20.60 -6.37
H -14.59 22.16 -4.83
H -13.09 21.56 -4.14
H -15.49 20.69 -1.62
H -15.61 22.20 -2.49
H -14.03 21.57 -1.92
H -12.37 19.21 -4.81
H -12.78 18.64 -6.16
C -14.00 15.12 -9.21
C -12.90 16.05 -8.61
C -12.05 16.55 -9.80
O -11.37 15.44 -10.41
C -9.99 15.61 -10.69
N -13.52 17.22 -8.00
H -14.72 15.47 -9.95
H -14.59 14.73 -8.39
H -13.51 14.30 -9.73
H -12.24 15.51 -7.93
H -11.43 17.31 -9.34
H -12.65 17.00 -10.60
H -9.71 16.31 -11.48
H -9.75 14.57 -10.90
H -9.54 15.80 -9.71
H -14.06 17.59 -8.77
H -14.22 16.80 -7.40
C -11.73 13.71 -5.45
C -12.91 14.66 -5.10
C -13.74 14.18 -3.88
O -14.77 15.13 -3.49
C -15.64 14.52 -2.58
N -12.43 16.07 -5.02
H -12.12 12.71 -5.66
H -11.15 13.67 -4.53
H -11.18 14.03 -6.34
H -13.59 14.62 -5.95
H -13.17 14.12 -2.95
H -13.99 13.14 -4.07
H -15.70 13.45 -2.82
H -16.62 14.91 -2.85
H -15.41 14.73 -1.54
H -11.62 15.96 -4.42
H -12.10 16.30 -5.94
C -18.91 15.84 -5.95
C -18.80 16.64 -7.22
C -18.69 18.20 -7.13
O -19.73 18.85 -6.37
C -21.03 18.46 -6.84
N -17.59 16.07 -7.85
H -18.70 14.77 -6.06
H -19.92 15.86 -5.54
H -18.09 16.10 -5.27
H -19.63 16.44 -7.90
H -18.60 18.65 -8.12
H -17.66 18.44 -6.85
H -21.65 19.25 -6.42
H -21.24 17.43 -6.54
H -21.12 18.67 -7.90
H -17.65 15.06 -7.80
H -16.78 16.28 -7.29
*
```

Mulliken atomic charge list, values in e, 5 entries: -0.480, 0.709, 0.183, -0.132, -0.754

=====

# C8H5Cl2MnNO3PmS

A structure of composition C8H5Cl2MnNO3PmS at a distorted geometry (ωB97M-V/def2-TZVPD, the Open Molecules 2025 dataset).

Calculated values
⟨S²⟩: 20.069
Orbital gap (alpha / beta): 6.983 / 6.109 eV
DFT total energy: -99718.29134 eV

ORCA input file:
```
! RIJCOSX wB97M-V def2-TZVPD def2/J DEFGRID3
* xyz 4 9
Mn 0.17 -6.76 0.06
Pm 0.55 -1.44 -0.21
Cl 0.40 -4.28 0.17
Cl -1.89 -1.80 -0.06
C 0.87 1.12 -1.50
C 0.89 -8.54 0.63
C -0.14 -7.37 -1.65
O 1.05 2.21 -1.86
O 0.91 -9.67 0.33
O -0.43 -8.06 -2.55
S 0.16 0.81 1.45
C -0.19 2.45 1.03
N 0.93 3.13 0.61
C 0.94 4.41 0.14
C -0.25 5.12 0.12
C -1.43 4.48 0.53
C -1.41 3.15 1.00
H 1.79 2.59 0.45
H 1.95 4.77 -0.11
H -0.22 6.17 -0.19
H -2.38 4.99 0.41
H -2.27 2.53 1.17
*
```

Mulliken atomic charge list, values in e, 5 entries: 0.379, 1.533, -0.169, -0.247, 0.077

=====

# C26H44BN2O11P

A cluster of 5 separate species, C26H44BN2O11P in total at a distorted geometry (ωB97M-V/def2-TZVPD, the Open Molecules 2025 dataset).

Calculated values
SMILES: CC(=O)N(C(C)=O)C1=C(P(N)O)C(=O)C(B(O)O)=CC1=O.C1CCOC1.C1CCOC1.C1CCOC1.C1CCOC1
Orbital gap: 7.163 eV
DFT total energy: -63144.33088 eV

ORCA input file:
```
! RIJCOSX wB97M-V def2-TZVPD def2/J DEFGRID3
* xyz 0 1
C -3.65 1.39 -1.90
C -3.59 0.51 -0.69
O -4.34 -0.38 -0.46
N -2.48 0.84 0.20
C -2.72 2.17 0.77
C -1.53 3.04 0.99
O -3.85 2.52 1.00
C -2.23 -0.19 1.14
C -1.74 -1.39 0.79
P -1.37 -1.97 -0.94
N 0.13 -2.75 -0.80
O -0.86 -0.59 -1.67
C -1.60 -2.41 1.88
O -0.66 -3.17 1.96
C -2.70 -2.40 2.90
B -3.29 -3.72 3.51
O -4.65 -3.92 3.47
O -2.51 -4.69 4.06
C -3.15 -1.19 3.24
C -2.53 0.01 2.60
O -2.22 1.00 3.21
H -4.47 2.09 -1.76
H -3.86 0.78 -2.78
H -2.73 1.95 -2.01
H -1.77 4.02 0.59
H -1.41 3.16 2.06
H -0.63 2.64 0.53
H 0.20 -3.35 0.01
H 0.92 -2.11 -0.83
H -0.01 -0.75 -2.10
H -5.11 -3.20 3.04
H -3.08 -5.34 4.48
H -3.94 -1.03 3.97
C 3.83 0.86 1.30
C 4.84 -0.14 0.73
C 3.94 -1.32 0.40
O 2.66 -0.77 0.05
C 2.62 0.62 0.42
H 4.18 1.89 1.26
H 3.60 0.61 2.34
H 5.30 0.25 -0.17
H 5.63 -0.41 1.43
H 3.81 -1.98 1.26
H 4.30 -1.92 -0.44
H 2.67 1.22 -0.50
H 1.67 0.82 0.92
C 1.28 -6.79 4.17
C 0.59 -5.68 3.38
C 1.62 -5.37 2.31
O 2.31 -6.60 2.05
C 1.98 -7.56 3.06
H 0.59 -7.41 4.74
H 2.01 -6.36 4.86
H -0.33 -6.05 2.92
H 0.33 -4.80 3.97
H 2.35 -4.63 2.66
H 1.18 -5.01 1.38
H 1.32 -8.32 2.63
H 2.90 -8.05 3.40
C -2.57 7.46 -2.28
C -1.35 8.25 -1.82
C -1.02 7.58 -0.50
O -1.42 6.21 -0.64
C -2.21 6.05 -1.82
H -2.76 7.51 -3.35
H -3.47 7.80 -1.76
H -0.53 8.12 -2.53
H -1.54 9.32 -1.71
H -1.59 8.02 0.33
H 0.04 7.62 -0.25
H -1.61 5.53 -2.57
H -3.08 5.44 -1.58
C 3.52 0.09 -4.37
C 3.01 0.97 -5.51
C 1.51 0.70 -5.46
O 1.19 0.42 -4.10
C 2.40 0.23 -3.35
H 4.48 0.39 -3.98
H 3.59 -0.95 -4.70
H 3.21 2.02 -5.29
H 3.45 0.74 -6.47
H 1.25 -0.18 -6.07
H 0.91 1.54 -5.80
H 2.55 1.10 -2.70
H 2.29 -0.65 -2.71
*
```

Mulliken atomic charge list, values in e, 5 entries: -1.470, 0.752, -0.510, 0.661, 0.665